11
Properties=species:S:1:pos:R:3:nbo_charge:R:1 method="wB97M-V/def2-TZVPD" de_lowest_ev=5.010 homo_lumo_gap_ev=9.52 energy_ev=-15981.788 multiplicity=1 homo_ev=-9.263
S -0.046 -2.225 0.656 0.1277
N -0.017 2.551 -1.477 -0.7875
N -0.257 -0.448 0.490 -0.5445
C 0.619 0.363 -0.050 0.0755
C 0.129 1.807 -0.215 -0.2854
H -0.752 3.586 -1.120 0.3387
H 0.364 2.707 0.758 0.1967
H 1.748 0.318 -0.180 0.1768
H -0.925 1.439 -0.002 0.1936
H -0.669 2.048 -1.987 0.3415
H -1.602 -2.234 0.528 0.1671

12
Properties=species:S:1:pos:R:3:nbo_charge:R:1 method="wB97M-V/def2-TZVPD" de_lowest_ev=1.537 homo_lumo_gap_ev=8.80 energy_ev=-26820.277 multiplicity=1 homo_ev=-8.115
S -2.103 0.263 -0.070 0.1501
S 0.832 1.373 -0.012 0.2390
N 1.061 -0.304 -0.120 -0.5952
N -1.225 -1.166 0.117 -0.6276
C 2.464 -0.770 -0.069 -0.4027
C 0.045 -1.222 0.073 0.2573
H 0.443 -2.270 0.180 0.1752
H 2.899 -0.765 0.961 0.1917
H -3.336 -0.416 0.043 0.1127
H 3.023 -0.158 -0.772 0.2191
H 2.466 -1.843 -0.348 0.2059
H 0.945 1.514 1.241 0.0746

12
Properties=species:S:1:pos:R:3:nbo_charge:R:1 method="wB97M-V/def2-TZVPD" de_lowest_ev=4.313 homo_lumo_gap_ev="6.52 / 7.69" energy_ev=-26817.501 multiplicity=1 homo_ev="-7.048 / -7.579"
S -3.068 0.476 -0.223 0.1538
S -1.431 -2.052 0.334 0.0516
N 0.025 1.390 0.368 -0.4065
N 1.050 0.620 0.659 -0.3504
C 1.818 -0.197 -0.275 -0.4392
C -1.736 -0.490 0.099 -0.4491
H 1.340 -0.661 -1.121 0.2212
H 1.353 0.605 1.691 0.3885
H -4.065 -0.422 -0.536 0.1010
H 2.689 0.430 -0.674 0.1869
H -0.309 1.233 -0.629 0.3307
H 2.334 -0.931 0.308 0.2115

12
Properties=species:S:1:pos:R:3:nbo_charge:R:1 method="wB97M-V/def2-TZVPD" de_lowest_ev=1.706 homo_lumo_gap_ev=9.17 energy_ev=-26820.108 multiplicity=1 homo_ev=-8.734 smiles="[H]/N=C(/NS)SC"
S -1.581 0.416 0.403 0.2049
S 0.699 -1.276 -1.462 0.1943
N -0.501 -1.563 1.914 -0.6828
N 0.833 -0.772 0.086 -0.8331
C -0.490 1.539 -0.564 -0.7387
C -0.409 -0.881 0.858 0.2952
H -1.044 2.500 -0.474 0.2243
H 1.622 -1.146 0.670 0.4033
H -1.218 -1.302 2.550 0.3636
H 1.893 -0.599 -2.162 0.1170
H 0.484 1.694 -0.216 0.2274
H -0.289 1.389 -1.604 0.2247